Record 1
Entry from OMol25: one molecule with the formula C3H5N (the ωB97M-V functional and the def2-TZVPD basis).

CARTESIAN COORDINATES (ANGSTROEM)
N (-2.02, -0.61, 0.87)
C (-1.79, 0.41, 0.22)
C (-0.72, 0.02, -0.70)
C (0.58, 0.31, -0.03)
H (1.45, -0.17, -0.39)
H (-2.33, 1.35, 0.21)
H (-0.90, -0.83, -1.28)
H (0.38, 0.14, 1.01)
H (0.84, 1.33, -0.17)

2S+1: 3
Relative energy (zero: lowest compared OMol25 entry of this formula, charge and spin), kJ/mol: 0.00
Kohn-Sham gap (alpha / beta), hartree: 0.334 / 0.380
E_LUMO (alpha / beta), eV: 1.230 / -0.973
Highest occupied orbital energy (alpha / beta), eV: -7.856 / -11.324

***

Record 2
Entry from OMol25: a 2-piece molecular cluster, C42H46N2O7Si overall (the ωB97M-V functional and the def2-TZVPD basis).

CARTESIAN COORDINATES (ANGSTROEM)
Si (6.88, -0.64, -0.49)
O (5.47, -0.03, 0.18)
O (-8.94, 0.89, -4.19)
O (-3.69, 3.81, 1.33)
O (-9.50, -0.69, -2.78)
O (-4.48, 2.16, 2.79)
O (-4.43, 0.00, 2.26)
O (-2.66, 3.29, -0.58)
N (1.96, 0.47, 1.23)
N (-8.70, 0.18, -3.19)
C (4.04, -1.88, 0.69)
C (-7.26, -0.38, -1.31)
C (4.54, -3.46, 2.46)
C (3.73, 2.03, 0.94)
C (-2.82, -2.01, 1.66)
C (-4.16, 1.14, 1.92)
C (-4.80, 3.42, 2.18)
C (-0.17, -0.63, 1.69)
C (3.45, -0.12, -1.15)
C (-6.12, 3.33, 1.42)
C (3.76, -2.94, -0.17)
C (-4.90, 4.49, 3.26)
C (4.51, -2.14, 1.99)
C (-5.09, 0.66, -1.11)
C (-2.31, -2.32, -0.71)
C (2.19, 0.44, -3.59)
C (3.43, 0.55, 1.24)
C (3.97, 0.85, -2.00)
C (3.36, 1.12, -3.23)
C (-4.30, -3.30, 0.26)
C (6.53, -1.94, -1.78)
C (-3.54, 1.50, 0.67)
C (7.87, -1.33, 0.92)
C (-2.02, -1.67, 0.53)
C (-6.08, -0.20, -0.61)
C (4.11, -0.42, 0.21)
C (2.25, -0.77, -1.50)
C (1.25, -0.54, 1.71)
C (-1.04, -0.60, 0.61)
C (1.61, -0.48, -2.70)
C (-6.56, 1.35, -2.90)
C (-7.49, 0.37, -2.48)
C (1.31, 1.68, 0.72)
C (-3.97, -2.77, 1.51)
C (2.45, 2.66, 0.40)
C (-3.45, -3.11, -0.84)
C (-5.36, 1.48, -2.22)
C (-3.25, 2.90, 0.41)
C (-3.71, 0.62, -0.47)
C (3.79, -4.25, 0.31)
C (4.17, -4.51, 1.62)
C (7.73, 0.82, -1.25)
H (-4.61, -2.95, 2.38)
H (0.66, -0.97, -2.93)
H (4.19, -5.54, 1.99)
H (0.61, 2.09, 1.46)
H (1.80, -1.35, 2.21)
H (-5.68, 4.24, 3.99)
H (1.73, 0.63, -4.56)
H (3.50, -5.06, -0.37)
H (8.79, -1.78, 0.52)
H (4.88, 1.39, -1.71)
H (3.54, -2.75, -1.22)
H (-0.84, 0.02, -0.28)
H (4.59, 2.16, 0.27)
H (4.86, -3.64, 3.49)
H (3.79, 0.31, 2.25)
H (7.32, -2.09, 1.48)
H (0.70, 1.46, -0.18)
H (-3.94, 4.60, 3.76)
H (7.15, 1.25, -2.08)
H (-5.16, 5.43, 2.77)
H (-5.90, -0.74, 0.32)
H (7.89, 1.60, -0.50)
H (-6.10, 2.63, 0.58)
H (-0.59, -0.95, 2.65)
H (-1.63, -2.15, -1.55)
H (-8.02, -1.08, -0.97)
H (-3.62, -0.39, -0.06)
H (-5.22, -3.89, 0.16)
H (3.81, 1.87, -3.89)
H (6.25, -2.90, -1.32)
H (-3.66, -3.60, -1.79)
H (8.15, -0.52, 1.61)
H (2.51, 2.81, -0.68)
H (4.87, -1.32, 2.61)
H (4.01, 2.49, 1.90)
H (5.74, -1.64, -2.47)
H (-2.91, 0.82, -1.21)
H (-4.60, 2.21, -2.53)
H (-6.37, 4.33, 1.04)
H (1.83, -1.53, -0.84)
H (-6.80, 1.97, -3.76)
H (-6.92, 3.03, 2.11)
H (8.70, 0.49, -1.64)
H (-2.55, -1.58, 2.62)
H (2.24, 3.63, 0.87)
H (7.46, -2.08, -2.34)

2S+1: 1
Kohn-Sham gap, hartree: 0.177
E_LUMO, eV: -1.706
Highest occupied orbital energy, eV: -6.530